24
Properties=species:S:1:pos:R:3:forces:R:3 method="wB97M-V/def2-TZVPD" charge=+1 homo_lumo_gap_ha=0.363
Cs -0.41814 -0.25071 -1.87680 0.160 0.236 -0.217
C -3.56593 -1.45024 -0.71583 -1.365 0.965 -0.139
C -3.22607 -2.55420 -1.47329 0.118 -0.282 0.169
C -2.09061 -3.27552 -1.13840 0.254 -0.172 -0.264
C -1.30870 -2.88620 -0.05597 -0.232 -0.014 0.017
C -1.67015 -1.78401 0.70701 -0.155 0.603 0.005
C -2.81351 -1.04061 0.36751 0.677 -0.123 0.401
H -4.48268 -0.87851 -0.95754 0.623 -0.442 0.077
H -3.87480 -2.87683 -2.26983 0.002 -0.015 -0.235
H -1.78206 -4.12990 -1.73598 -0.158 0.050 0.139
H -0.42875 -3.45894 0.17957 0.210 -0.077 0.163
H -1.02517 -1.44014 1.51162 -0.178 -0.209 0.072
H -3.09856 -0.14442 0.92901 0.118 -0.443 -0.129
C 3.51050 2.99323 1.19726 -0.714 -0.727 -0.730
C 3.45012 3.09852 -0.19531 -0.400 -0.360 0.974
C 2.47594 2.38037 -0.84879 -0.210 -0.213 1.006
N 1.61318 1.57906 -0.21107 -0.419 -0.297 -0.700
C 1.68193 1.46767 1.10834 0.310 0.197 0.160
C 2.60707 2.16231 1.86211 0.719 0.432 0.145
H 4.26619 3.49991 1.73331 0.622 0.544 0.541
H 4.12278 3.69954 -0.75574 0.494 0.458 -0.243
H 2.38229 2.45397 -1.90383 -0.121 -0.041 -0.836
H 0.99725 0.78976 1.59881 -0.185 -0.071 -0.055
H 2.67788 2.04592 2.94384 -0.173 0.001 -0.321


28
Properties=species:S:1:pos:R:3:forces:R:3 method="wB97M-V/def2-TZVPD" homo_lumo_gap_ha=0.274
Cu -0.06505 0.31391 0.11893 0.175 -0.856 0.155
C -3.39225 -0.44783 2.15576 0.603 0.754 -1.137
C -2.33713 -1.16734 1.36971 -0.208 -0.992 -0.966
C -0.96650 -0.92516 1.62504 0.697 -0.960 0.973
C 0.07684 -1.74704 1.04255 -2.944 1.513 0.595
C -0.38357 -2.75080 0.19564 1.548 -0.290 -0.482
C -1.69029 -3.00408 -0.07592 -1.747 1.183 0.547
C -2.70391 -2.18092 0.46190 0.511 -0.053 0.507
H -3.26813 0.64958 1.95726 -0.586 -0.869 0.241
H -3.19205 -0.62655 3.19392 -0.212 -0.008 0.697
H -4.35914 -0.86025 1.85107 0.013 0.544 0.313
H -0.77592 -0.39107 2.57829 0.195 0.115 -0.917
H 1.07843 -1.60995 1.37480 0.651 -0.259 0.038
H 0.34805 -3.36688 -0.27227 0.513 -0.569 -0.212
H -2.02426 -3.83668 -0.65420 0.258 -0.429 -0.504
H -3.76262 -2.44292 0.24623 0.841 0.458 0.309
C 2.72235 -0.25275 -2.22403 0.116 0.521 -1.420
S 2.55037 0.45482 -0.53648 -0.355 0.034 -0.671
C 2.21688 2.15714 -0.84344 -0.104 -0.424 0.207
C 1.00730 2.79067 -0.86906 0.744 -0.628 0.098
S -0.61667 2.21883 -0.69488 -0.187 0.047 -0.225
S 1.13381 4.48699 -1.03549 0.577 1.012 -0.203
C 2.88240 4.63600 -1.07720 0.000 1.022 0.126
S 3.65034 6.10604 -1.18243 -0.360 -0.776 -0.033
S 3.66541 3.12223 -0.89422 -0.120 0.306 -0.232
H 2.81144 -1.31984 -2.09291 -0.054 -0.393 0.172
H 3.58972 0.04444 -2.91165 -0.922 0.095 1.581
H 1.80415 -0.05060 -2.80693 0.359 -0.100 0.443


27
Properties=species:S:1:pos:R:3:forces:R:3 method="wB97M-V/def2-TZVPD" charge=+2 homo_lumo_gap_ha="0.231 / 0.207"
Tl -0.18328 -0.86287 0.06281 -0.493 0.113 0.159
S 0.41457 -3.48293 -1.12261 -0.184 0.372 0.214
C 1.87241 -2.68060 -1.39063 0.297 0.079 -0.083
C 2.87335 -3.31645 -2.15783 0.026 0.133 0.060
C 4.09902 -2.68331 -2.33296 0.022 -0.124 -0.038
C 4.30850 -1.45332 -1.74947 -0.074 0.035 0.061
C 3.26172 -0.85810 -1.01359 -0.066 -0.026 0.016
N 2.09301 -1.43679 -0.84660 0.084 -0.206 -0.127
H 2.67481 -4.28837 -2.58773 -0.002 -0.001 0.009
H 4.87517 -3.16130 -2.91576 0.001 0.013 0.003
H 5.24965 -0.93086 -1.85187 -0.014 0.013 0.001
H 3.39375 0.11759 -0.56014 0.010 -0.006 -0.035
O -0.45813 -0.06902 2.46362 0.167 -0.270 -0.038
C -1.01986 1.22566 2.67148 -0.027 0.212 -0.183
C -1.98151 1.56553 1.55913 -0.098 -0.056 -0.029
C -2.98594 2.49857 1.75596 -0.005 0.036 -0.006
C -3.81614 2.83199 0.69909 -0.019 0.052 0.028
C -3.63234 2.22577 -0.53626 0.018 0.027 -0.035
C -2.62016 1.30143 -0.66789 0.050 0.028 0.130
N -1.82081 0.99176 0.36552 0.299 -0.300 -0.203
H -0.44816 -0.57303 3.28578 0.036 0.022 0.006
H -0.21925 1.96904 2.66714 0.061 -0.026 0.071
H -1.52909 1.28583 3.63083 -0.036 -0.077 0.003
H -3.10908 2.95510 2.72960 -0.017 -0.005 -0.014
H -4.60358 3.56010 0.83901 -0.015 -0.002 -0.003
H -4.25403 2.46637 -1.38670 -0.022 -0.012 0.020
H -2.43462 0.80221 -1.60995 0.004 -0.023 0.012


28
Properties=species:S:1:pos:R:3:forces:R:3 method="wB97M-V/def2-TZVPD" smiles="Cn1nc(-c2ccc3c(c2)OCO3)n(C)c1=S" homo_lumo_gap_ha=0.306 relative_energy_kcal_mol=41.82
C -3.93592 1.44050 1.88319 -0.182 0.772 0.397
N -2.90779 1.06107 0.95317 2.262 -1.084 -2.359
N -1.71350 0.46589 1.30881 0.854 0.043 -0.428
C -0.97645 0.31411 0.21457 -1.633 0.039 1.067
C 0.37722 -0.30392 0.29393 0.019 0.554 -0.930
C 0.69053 -1.15114 1.34214 0.123 0.074 0.731
C 1.97885 -1.65679 1.53330 0.661 0.362 -1.124
C 2.94602 -1.31599 0.57134 -0.441 -0.514 0.775
C 2.66147 -0.47770 -0.48143 -1.362 0.248 -0.289
C 1.36888 0.03069 -0.64129 0.910 0.024 -0.247
O 3.75207 -0.32110 -1.31798 -0.161 -0.344 1.075
C 4.77086 -1.10363 -0.68561 1.027 -1.076 -0.352
O 4.24069 -1.76990 0.48246 -0.422 0.935 -0.204
N -1.68415 0.79807 -0.91266 0.233 -0.515 1.979
C -1.54120 0.43581 -2.30896 -0.322 -0.120 -0.720
C -2.88766 1.25926 -0.40443 -1.077 0.788 0.126
S -4.10634 2.00642 -1.25000 -0.060 -0.115 -0.251
H -3.78812 0.92592 2.83333 0.362 0.115 -0.153
H -4.93130 1.15573 1.53022 0.296 0.127 -0.307
H -3.89993 2.54776 2.02500 -0.171 -0.828 -0.002
H -0.09205 -1.30538 2.07096 0.074 -0.320 0.089
H 2.26100 -2.29997 2.35227 -0.184 -0.039 0.091
H 1.17458 0.69802 -1.46802 -0.053 0.070 0.010
H 5.66973 -0.51512 -0.43139 -0.657 0.176 0.144
H 5.10219 -1.91992 -1.34628 -0.237 0.368 -0.145
H -2.20306 -0.39841 -2.56177 -0.083 0.172 0.144
H -0.55278 0.14001 -2.60831 0.587 -0.183 0.574
H -1.77384 1.25970 -2.97655 -0.363 0.269 0.310


31
Properties=species:S:1:pos:R:3:forces:R:3 method="wB97M-V/def2-TZVPD" smiles="N#CC1=CC(=[N+]([O-])[O-])[C@@H]([NH+]2CCCC2)c2c1no[n+]2[O-]" homo_lumo_gap_ha=0.257 relative_energy_kcal_mol=5.38
N -3.55934 3.26963 -0.07085 1.271 -1.009 0.779
C -2.70949 2.58387 0.33979 -1.763 0.872 -0.944
C -1.64486 1.74781 0.74364 -0.463 -1.954 0.923
C -1.79318 0.56184 1.51438 0.349 1.608 -1.093
C -0.68407 -0.12276 2.00708 0.234 -0.517 0.284
N -0.96020 -1.19757 2.91556 -0.923 -0.253 -0.292
O -2.09654 -1.75059 2.83269 2.369 0.835 0.661
O -0.05856 -1.55030 3.72085 -0.896 0.218 -1.120
C 0.76102 0.28394 1.82128 -1.115 0.703 2.016
N 1.62497 -1.05749 1.36332 0.772 0.460 1.461
C 1.09991 -2.49079 1.08365 -0.415 0.342 0.238
C 2.04510 -3.08671 0.02611 -0.591 -0.961 0.352
C 3.01811 -2.02499 -0.40667 0.862 0.873 -0.265
C 2.77751 -0.76558 0.45427 0.684 0.066 0.052
C 0.81240 1.52756 0.96640 1.974 0.528 -0.060
C -0.32629 2.18522 0.45643 -0.023 2.845 -1.333
N -0.05197 3.40104 -0.14922 0.942 -3.536 2.075
O 1.30445 3.54292 0.04017 1.043 -0.999 0.698
N 1.88551 2.38562 0.81916 -2.038 0.359 -0.249
O 3.05103 2.44974 1.20892 -1.576 -0.418 -0.747
H -2.77276 0.17497 1.80976 0.367 0.314 -0.207
H 1.16966 0.61135 2.88353 -0.051 -1.295 -2.099
H 2.06809 -1.19287 2.28385 -0.384 -0.018 -0.495
H 0.05337 -2.49994 0.76440 0.208 0.415 0.072
H 1.14944 -2.99037 2.06756 -0.106 0.167 -0.632
H 1.48662 -3.50268 -0.81836 -0.077 0.336 0.132
H 2.55207 -3.95859 0.44350 0.088 0.176 0.144
H 4.05729 -2.33194 -0.30321 -0.025 -0.161 0.188
H 2.92622 -1.80497 -1.47136 -0.247 0.202 0.131
H 3.60688 -0.51432 1.14583 -0.213 -0.144 -0.762
H 2.59388 0.11470 -0.15749 -0.257 -0.055 0.092


24
Properties=species:S:1:pos:R:3:forces:R:3 method="wB97M-V/def2-TZVPD" smiles=CCOc1cccc2cccnc12 homo_lumo_gap_ha=0.294 relative_energy_kcal_mol=45.10
C 0.36656 3.32057 2.00240 -0.880 1.339 1.404
C 0.58012 1.97813 1.42043 -0.503 -1.328 -1.980
O -0.60012 1.76306 0.55980 0.836 -0.268 0.230
C -0.83310 0.57248 -0.01917 -0.947 -2.291 -0.528
C -2.15860 0.45517 -0.52372 3.681 0.091 1.222
C -2.58209 -0.60211 -1.26048 1.209 -2.455 -1.327
C -1.69439 -1.65503 -1.52068 2.143 -2.695 -0.065
C -0.38884 -1.76335 -0.84518 -1.063 1.674 -2.025
C 0.59437 -2.77871 -1.25344 -0.749 1.461 0.753
C 1.91855 -2.57292 -0.94066 -1.181 -1.141 -0.173
C 2.21111 -1.45510 -0.08966 1.371 0.415 0.610
N 1.37659 -0.56090 0.38399 -1.014 -0.446 -1.925
C 0.05029 -0.60073 -0.16736 1.221 0.886 1.733
H 1.13468 3.35964 2.81296 -0.522 0.682 -0.543
H -0.67305 3.32416 2.52677 1.767 0.250 -0.943
H 0.45010 4.21654 1.26282 -0.090 -1.775 1.335
H 0.56162 1.11707 2.15370 0.521 1.204 -0.671
H 1.45648 1.95967 0.70836 -0.630 -0.273 1.246
H -2.66750 1.33217 -0.34745 -1.751 1.560 0.170
H -3.54167 -0.59093 -1.71000 -0.741 -0.014 -0.407
H -1.67023 -2.56710 -2.28598 -1.498 2.235 1.500
H 0.14538 -3.59531 -1.82672 0.689 0.035 0.124
H 2.66512 -3.34943 -1.23843 -0.477 1.130 0.349
H 3.29862 -1.30706 0.19770 -1.390 -0.276 -0.091


24
Properties=species:S:1:pos:R:3:forces:R:3 method="wB97M-V/def2-TZVPD" smiles="c1ccc2c(c1)CC[C@@H]1[Se]CN=C21" homo_lumo_gap_ha=0.326 relative_energy_kcal_mol=0.00
C 2.39505 -1.55953 -1.40318 0.037 -0.010 0.091
C 1.49638 -1.22212 -2.40434 -0.039 0.011 -0.075
C 0.36510 -0.49845 -2.09082 0.047 0.018 0.081
C 0.12286 -0.09648 -0.77668 0.579 -0.402 -0.228
C 1.02517 -0.43765 0.23718 -0.085 0.036 -0.145
C 2.15557 -1.17180 -0.09758 0.063 -0.040 -0.087
C 0.79716 -0.02190 1.66424 -0.083 0.042 0.158
C -0.66523 0.31290 1.94852 0.121 0.108 0.095
C -1.13640 1.30777 0.90055 -0.518 0.327 0.169
Se -2.99696 1.94815 1.09990 0.467 -0.415 -0.671
C -3.22085 1.37490 -0.84666 -0.985 0.793 0.788
N -2.06773 0.71229 -1.25323 0.752 -0.656 -0.603
C -1.08834 0.64899 -0.46090 -0.491 0.486 0.430
H 3.28078 -2.12995 -1.64042 0.078 -0.050 -0.017
H 1.68054 -1.52664 -3.42344 0.011 -0.021 -0.093
H -0.35232 -0.22487 -2.84841 -0.067 0.011 -0.079
H 2.85545 -1.44364 0.67994 0.062 -0.035 0.085
H 1.13737 -0.81339 2.33579 0.055 0.052 -0.023
H 1.41230 0.86279 1.86695 -0.001 -0.047 0.072
H -1.27762 -0.59062 1.89226 -0.035 0.033 0.035
H -0.76953 0.73358 2.95091 -0.017 -0.080 -0.040
H -0.47932 2.18702 0.90404 -0.022 -0.168 -0.027
H -3.40010 2.26829 -1.45021 -0.009 -0.108 0.065
H -4.08901 0.71570 -0.91183 0.080 0.114 0.019


23
Properties=species:S:1:pos:R:3:forces:R:3 method="wB97M-V/def2-TZVPD" multiplicity=3 s_squared=2.06 homo_lumo_gap_ha="0.214 / 0.244" relative_energy_kcal_mol=23.45
C -3.28358 -0.45804 0.04306 -1.663 -6.164 0.767
C -2.29865 -1.46433 0.13915 -1.833 1.526 -0.084
C -2.81551 0.83565 -0.09324 2.434 4.987 -1.074
C -0.94188 -1.16980 0.12748 -0.128 0.086 -1.018
C -1.42911 1.16196 -0.22075 -0.637 0.172 0.915
C -0.44184 0.19795 -0.19665 -0.569 1.297 1.262
C 2.06835 -0.79583 0.07788 -2.931 3.932 -0.771
C 2.58030 -1.79259 0.72880 0.997 -0.567 0.340
C 1.86259 0.02366 -1.14544 0.510 -3.397 -0.322
C 0.99940 0.46445 -0.01674 1.174 0.488 0.129
C 1.38425 1.91932 0.48245 -0.395 -2.466 1.002
H -4.42129 -0.73278 0.13665 2.508 0.659 -0.317
H -2.57060 -2.48773 0.17139 -0.403 -0.798 0.269
H -3.44957 1.66698 -0.36958 -0.418 -0.103 0.334
H -0.21761 -1.91380 -0.01612 0.629 -1.303 0.115
H -1.20998 2.23422 -0.10550 0.124 -0.534 -0.687
H 2.21698 -2.21483 1.68128 0.451 0.509 -0.551
H 3.51033 -2.11487 0.24276 -0.409 -0.853 0.464
H 2.65674 0.46537 -1.65886 1.249 1.749 -0.105
H 1.39667 -0.58891 -1.91708 -0.484 -0.047 0.123
H 2.36440 2.01356 0.91791 0.634 -0.417 -0.105
H 0.72042 2.13469 1.30148 -0.461 0.516 0.162
H 1.31917 2.61569 -0.31033 -0.381 0.727 -0.847


31
Properties=species:S:1:pos:R:3:forces:R:3 method="wB97M-V/def2-TZVPD" homo_lumo_gap_ha=0.208
C -3.04440 -0.54718 1.52375 0.090 0.271 -0.973
S -3.00997 0.28016 -0.13666 -0.916 0.524 1.279
C -4.79252 0.91632 -0.06180 0.372 -0.351 0.051
C -2.01090 1.62624 0.23019 0.402 -0.501 0.593
C -1.88446 2.58322 -0.78392 0.735 2.335 -2.369
N -1.75382 3.39590 -1.64567 -0.541 -2.396 2.582
H -1.99978 -0.77186 1.77668 -0.410 0.058 0.012
H -3.51187 0.16102 2.22277 0.272 -0.360 -0.194
H -3.63072 -1.46725 1.39817 0.205 0.340 0.182
H -4.94142 1.50268 -0.97882 0.085 -0.174 0.343
H -5.52590 0.08588 -0.01188 0.534 0.368 -0.084
H -4.84580 1.55596 0.83142 0.007 -0.188 -0.367
H -1.57196 1.72914 1.24843 -0.794 0.029 -0.963
Cl 2.43209 -0.38257 -4.21826 -0.309 0.396 0.488
B 2.04625 1.04967 -3.02865 0.233 0.534 -2.312
Cl 3.65576 1.71948 -2.42556 -0.386 -0.072 0.374
Cl 0.98249 2.36798 -3.86593 0.699 -0.652 0.384
O 1.19800 0.49624 -1.95256 -0.337 -0.321 3.235
C 1.28460 0.53045 -0.67435 0.433 0.247 -1.095
C 2.03828 -0.42281 0.08614 -0.305 -0.671 0.106
C 2.34731 -0.20866 1.45531 -0.187 -0.213 -0.905
C 3.04399 -1.19910 2.13812 -0.494 0.255 0.317
C 3.21274 -2.46427 1.56198 -0.032 0.602 -0.989
Cl 3.75644 -3.76561 2.52364 0.235 -0.115 0.135
C 2.92277 -2.68253 0.20655 -0.407 0.304 -0.006
C 2.34457 -1.65600 -0.52613 0.228 0.159 0.186
H 0.75832 1.31355 -0.10830 -0.048 0.006 -0.447
H 1.97891 0.72331 1.89387 0.573 -0.302 0.174
H 3.39096 -1.04932 3.15380 -0.233 0.009 -0.014
H 3.08026 -3.64353 -0.26749 0.071 0.012 0.223
H 2.04977 -1.77652 -1.56482 0.224 -0.135 0.053